(1)
Here is a 2-piece molecular cluster, C3H13N4 overall from OMol25. Energies are from the ωB97M-V functional and the def2-TZVPD basis.

```
! wB97M-V def2-TZVPD RIJCOSX def2/J DEFGRID3
* xyz 1 1
N 1.1612 1.3672 0.7591
N -0.2251 -0.1119 -1.9184
N 0.9759 -2.2103 -1.3384
N 0.1721 -1.6726 0.7410
C -1.2273 1.5347 0.3361
C 0.1966 -1.2851 -0.6663
C -0.1010 1.8417 1.3177
H -0.2516 -0.8690 1.2180
H -0.3296 1.3711 2.2933
H 1.8530 1.1791 1.4522
H 0.3944 -2.9415 -1.7592
H -1.3583 0.4520 0.2385
H 1.5194 -2.6070 -0.5701
H -2.1868 2.0318 0.6647
H -0.4818 -2.4129 0.7971
H -0.9666 1.9272 -0.6612
H 0.6891 -0.2988 -2.2675
H 1.0262 0.5058 0.2417
H -0.0346 2.9447 1.5012
H -0.8254 -0.7462 -2.3794
*
```

Properties
HOMO level   -12.8 eV
Orbital gap   6.3 eV
LUMO level   -6.479 eV
Relative energy (zero: lowest compared OMol25 entry of this formula, charge and spin)   6.249 eV
DFT total energy   -340.7138 hartree

Atom charges from the Mulliken analysis, given in e for atoms 1 to 8:
1. N -0.521
2. N -0.332
3. N -0.450
4. N -0.477
5. C -0.747
6. C 0.327
7. C -0.396
8. H 0.232


(2)
Here is one molecule with the formula C2H3N3OS from OMol25. Energies are from the ωB97M-V functional and the def2-TZVPD basis.

```
! wB97M-V def2-TZVPD RIJCOSX def2/J DEFGRID3
* xyz 0 1
S -0.3375 -1.6058 1.5403
O 1.9748 0.1086 1.2352
N -0.8377 -0.1515 -0.5763
N 0.2098 -0.8868 0.1116
N 0.9967 1.2189 -0.6606
C -0.1926 0.9140 -1.1335
C 1.2296 0.1816 0.2503
H -0.8171 -0.5449 2.1855
H -0.6500 1.5388 -1.8614
H -1.5759 -0.7730 -1.0910
*
```

Properties
HOMO level   -9.7 eV
Orbital gap   10.0 eV
LUMO level   0.371 eV
Relative energy (zero: lowest compared OMol25 entry of this formula, charge and spin)   1.127 eV
DFT total energy   -715.6548 hartree

Atom charges from the Mulliken analysis, given in e for atoms 1 to 8:
1. S -0.103
2. O -0.539
3. N -0.231
4. N 0.004
5. N -0.453
6. C -0.066
7. C 0.537
8. H 0.145


(3)
Here is C3H6N3O2 as an isolated structure from OMol25. Energies are from the ωB97M-V functional and the def2-TZVPD basis.

```
! wB97M-V def2-TZVPD RIJCOSX def2/J DEFGRID3
* xyz 1 1
O 0.2868 0.4336 2.5065
O 2.0566 -0.7054 1.9265
N -1.3945 0.9970 0.6789
N 0.9979 -0.2037 1.7922
N 1.3660 -1.0269 -0.4414
C -0.8511 0.2996 -2.1248
C -0.6656 0.2629 -0.0894
C 0.5312 -0.3423 0.4004
H 2.2480 -1.4951 -0.4290
H -1.3796 0.9520 1.7369
H 0.8949 -1.1518 -1.3002
H -2.1896 1.4375 0.4212
H -0.2174 -0.3588 -2.6334
H -1.6834 0.9014 -2.4444
*
```

Properties
HOMO level (spin up / spin down)   -14.7 / -13.6 eV
Orbital gap (spin up / spin down)   8.2 / 7.9 eV
LUMO level (spin up / spin down)   -6.515 / -5.649 eV
Relative energy (zero: lowest compared OMol25 entry of this formula, charge and spin)   7.897 eV
DFT total energy   -432.1111 hartree

Atom charges from the Mulliken analysis, given in e for atoms 1 to 8:
1. O -0.658
2. O -0.567
3. N -0.251
4. N 1.155
5. N -0.214
6. C -0.698
7. C 0.306
8. C 0.438


(4)
Here is C22H24F18N11O12S6Zn as an isolated structure from OMol25. Energies are from the ωB97M-V functional and the def2-TZVPD basis.

```
! wB97M-V def2-TZVPD RIJCOSX def2/J DEFGRID3
* xyz -1 1
Zn 1.0437 2.4182 -0.5961
S 0.6711 5.0683 0.9618
S -0.2038 -0.4428 -0.5523
S 1.9126 5.5866 -1.2935
S 3.5835 -3.6217 -5.5444
S -0.2679 0.7392 1.8319
S 5.4935 -5.4259 -5.0019
F 2.4045 -0.9539 -1.1775
F 1.3764 -2.8277 -0.5605
F 4.9473 -1.7337 -4.3383
F 2.0198 -1.4316 0.8953
F 0.7614 6.9794 -3.2913
F 2.9068 -1.5013 -3.9292
F -2.3603 2.3199 0.9925
F 3.2597 5.3803 1.2235
F 4.2174 -3.1009 -2.9848
F 0.9796 4.7789 -3.6919
F -0.5677 5.5775 -2.3497
F 5.7274 -8.0217 -5.7433
F 2.0816 6.6462 2.5569
F 2.5455 4.5616 3.0041
F 3.7211 -7.2381 -5.7346
F -2.9654 0.2734 1.5032
F 5.1125 -6.7037 -7.3261
F -2.5263 1.6441 3.1487
O -0.0755 6.3123 0.8489
O 2.6515 -4.6622 -5.1119
O 0.4071 1.7082 2.7158
O -0.2725 -0.6884 2.2605
O 4.8748 -5.5182 -3.6866
O 6.9160 -5.5436 -5.0310
O -0.1558 4.1093 1.6894
O 3.1186 5.1139 -1.9181
O 3.0421 -2.8773 -6.6656
O 2.0341 6.9194 -0.6917
O -0.2414 -0.2035 -1.9652
O -1.4090 -1.1853 -0.0881
N -5.4739 -0.3415 2.8085
N 2.7423 2.0810 0.6877
N 1.2445 4.2900 -0.3462
N -7.0466 1.2706 6.1724
N 1.9002 1.8631 -2.3059
N -7.3350 5.1978 0.0621
N 0.2048 0.9856 0.3680
N 5.0082 -4.0343 -5.9630
N 1.9599 -8.1671 0.9333
N -5.4886 -4.4100 -0.6554
N -1.4991 -1.7589 7.2291
C -2.2248 1.3147 1.8509
C 2.2806 1.6241 -3.4519
C -6.3806 4.6271 0.3804
C 3.6737 2.0053 1.4235
C -0.0862 -2.2133 5.1128
C 4.9532 -6.9369 -6.0591
C -7.9828 -0.2133 2.0549
C -5.9107 0.9861 6.2166
C 4.8584 2.0081 2.3265
C 2.7017 -5.8674 -0.0665
C -5.2073 -3.2758 -0.5846
C -4.8910 -1.8787 -0.5011
C -4.5350 0.6002 6.3084
C 3.9166 -2.4178 -4.0657
C -5.1110 3.9196 0.6774
C -6.6078 -0.2560 2.5484
C 2.3222 -7.1628 0.5149
C -0.8500 -2.0085 6.3061
C 0.6745 5.7462 -2.7611
C 1.5096 -1.5218 -0.3401
C 2.2875 5.4122 2.0194
C 2.6713 1.3744 -4.8038
H -4.0069 1.3047 6.9509
H 1.9892 -5.0909 0.2120
H 2.5974 0.3629 -5.2031
H -4.1841 4.4824 0.7874
H 3.5580 1.9839 -4.9782
H -4.3565 -1.4659 0.3545
H 3.6367 -5.4755 0.3337
H -5.4029 3.4968 1.6387
H 5.6533 2.4934 1.7602
H -5.8696 -1.4019 -0.4463
H 0.4764 -1.3182 4.8474
H 0.4327 -3.1716 5.0893
H -5.1073 3.0345 0.0412
H -4.3954 -1.7322 -1.4608
H -4.2908 0.6040 5.2461
H -0.7859 -2.3869 4.2953
H 2.0246 2.0057 -5.4131
H -7.9867 0.3994 1.1535
H 4.6561 2.6591 3.1770
H -8.4522 -1.1953 1.9979
H -8.6042 0.3494 2.7516
H -4.5074 -0.3684 6.8077
H 5.1221 1.0414 2.7554
H 2.7613 -5.9084 -1.1541
*
```

Properties
HOMO level   -7.6 eV
Orbital gap   8.5 eV
LUMO level   0.960 eV
Relative energy (zero: lowest compared OMol25 entry of this formula, charge and spin)   3.715 eV
DFT total energy   -8323.7993 hartree

Atom charges from the Mulliken analysis, given in e for atoms 1 to 8:
1. Zn -0.441
2. S 0.461
3. S 0.797
4. S 0.700
5. S 1.060
6. S 0.646
7. S 1.017
8. F -0.215


Copy entry 2 word for word.
Here is one molecule with the formula C2H3N3OS from OMol25. Energies are from the ωB97M-V functional and the def2-TZVPD basis.

```
! wB97M-V def2-TZVPD RIJCOSX def2/J DEFGRID3
* xyz 0 1
S -0.3375 -1.6058 1.5403
O 1.9748 0.1086 1.2352
N -0.8377 -0.1515 -0.5763
N 0.2098 -0.8868 0.1116
N 0.9967 1.2189 -0.6606
C -0.1926 0.9140 -1.1335
C 1.2296 0.1816 0.2503
H -0.8171 -0.5449 2.1855
H -0.6500 1.5388 -1.8614
H -1.5759 -0.7730 -1.0910
*
```

Properties
HOMO level   -9.7 eV
Orbital gap   10.0 eV
LUMO level   0.371 eV
Relative energy (zero: lowest compared OMol25 entry of this formula, charge and spin)   1.127 eV
DFT total energy   -715.6548 hartree

Atom charges from the Mulliken analysis, given in e for atoms 1 to 8:
1. S -0.103
2. O -0.539
3. N -0.231
4. N 0.004
5. N -0.453
6. C -0.066
7. C 0.537
8. H 0.145


> Which of these has the lowest DFT total energy?

C22H24F18N11O12S6Zn


> Which formula does entry 2 have?

C2H3N3OS